Record 1
Entry from OMol25: a cluster of 8 separate species, C9H25N7O18S in total (ωB97M-V/def2-TZVPD).

Geometry (Å):
C: -0.687 -5.107 4.622
N: -1.776 -5.194 3.625
O: -1.811 -4.346 2.743
O: -2.636 -6.028 3.772
H: 0.331 -5.127 4.243
H: -0.881 -5.744 5.474
H: -0.802 -4.061 4.923
C: -3.435 3.447 0.531
N: -2.813 2.239 1.090
O: -3.564 1.333 1.437
O: -1.596 2.084 1.128
H: -3.873 3.195 -0.432
H: -2.696 4.232 0.423
H: -4.223 3.611 1.265
C: 4.304 -0.089 -1.045
N: 4.751 -0.961 0.085
O: 5.735 -1.642 -0.095
O: 4.115 -0.935 1.108
H: 3.323 0.234 -0.723
H: 4.345 -0.702 -1.944
H: 5.071 0.653 -1.255
C: -3.350 0.216 -2.091
N: -3.018 1.453 -2.851
O: -2.445 1.265 -3.909
O: -3.307 2.552 -2.425
H: -2.521 -0.473 -2.225
H: -4.212 -0.279 -2.525
H: -3.369 0.573 -1.066
C: 1.499 2.667 -1.526
N: 1.938 4.089 -1.584
O: 2.263 4.640 -0.551
O: 1.939 4.655 -2.650
H: 2.278 2.003 -1.890
H: 0.651 2.613 -2.204
H: 1.224 2.344 -0.528
C: 1.882 -1.957 -4.542
N: 1.648 -0.633 -5.203
O: 2.395 0.291 -4.934
O: 0.677 -0.568 -5.949
H: 1.960 -1.611 -3.512
H: 2.763 -2.431 -4.960
H: 0.997 -2.572 -4.654
C: 0.072 2.578 3.630
N: 1.082 1.508 3.448
O: 0.956 0.510 4.125
O: 1.796 1.573 2.473
H: -0.960 2.297 3.446
H: 0.316 3.432 3.006
H: 0.057 2.880 4.677
C: -1.482 -1.209 1.280
C: -0.018 -1.463 1.505
O: 0.520 -2.023 0.314
S: -0.282 -1.412 -0.968
O: -0.798 -2.446 -1.815
O: 0.564 -0.404 -1.542
O: -1.432 -0.763 -0.086
H: -1.837 -0.355 1.854
H: -2.182 -2.036 1.393
H: 0.062 -2.083 2.397
H: 0.491 -0.512 1.667

Calculated values
SMILES	C[N+](=O)[O-].C[N+](=O)[O-].C[N+](=O)[O-].C[N+](=O)[O-].C[N+](=O)[O-].C[N+](=O)[O-].C[N+](=O)[O-].O=S1(=O)OCCO1
gap between HOMO and LUMO	10.0	eV
ΔE to the lowest compared entry with this formula, charge and spin	0.0	kcal/mol
LUMO energy	-0.738	eV

Mulliken atomic charge list, values in e, 5 entries: number 1, C, carries -0.752; number 2, N, carries 0.897; number 3, O, carries -0.541; number 4, O, carries -0.509; number 5, H, carries 0.285

=====

Record 2
Entry from OMol25: a structure of composition C28H38AsN4O6Si3W (ωB97M-V/def2-TZVPD).

Geometry (Å):
W: -0.724 1.071 0.106
O: 2.337 1.044 2.589
C: 1.206 1.154 2.223
O: 0.821 1.751 1.073
C: 0.027 0.554 2.942
C: 0.022 -0.056 4.178
C: -1.177 -0.638 4.600
C: -2.257 -0.738 3.724
C: -2.104 -0.220 2.446
N: -1.019 0.472 2.133
C: -2.897 -0.550 1.207
O: -3.939 -1.115 1.155
O: -2.145 -0.228 0.111
H: 0.917 -0.065 4.784
H: -1.247 -1.075 5.586
H: -3.164 -1.263 3.989
O: -3.878 2.413 -1.483
C: -2.727 2.455 -1.151
N: -2.173 2.575 0.128
C: -2.920 3.328 1.064
O: -4.083 3.597 0.914
C: -2.171 3.898 2.244
C: -2.814 4.885 2.982
C: -2.137 5.456 4.046
C: -0.855 5.018 4.336
C: -0.303 4.023 3.543
N: -0.943 3.472 2.513
C: -1.634 2.365 -2.210
C: -1.918 2.648 -3.535
C: -0.858 2.724 -4.420
C: 0.437 2.480 -3.969
C: 0.631 2.112 -2.656
N: -0.394 2.049 -1.794
H: -3.816 5.183 2.711
H: -2.602 6.234 4.637
H: -0.286 5.438 5.154
H: 0.703 3.664 3.736
H: -2.943 2.836 -3.819
H: -1.030 2.982 -5.457
H: 1.284 2.550 -4.636
H: 1.605 1.865 -2.260
C: -1.814 -3.313 -1.513
Si: -0.506 -2.251 -2.313
C: 0.662 -3.261 -3.372
C: -1.364 -0.926 -3.315
As: 0.773 -1.165 -0.617
Si: 1.170 -2.951 0.915
C: 1.563 -4.539 0.008
C: 2.570 -2.445 2.041
C: -0.402 -3.185 1.888
Si: 2.906 -0.728 -1.607
C: 3.995 -2.248 -1.499
C: 2.682 -0.270 -3.423
C: 3.666 0.680 -0.645
H: -2.447 -3.725 -2.304
H: -2.456 -2.726 -0.854
H: -1.409 -4.155 -0.950
H: 0.112 -4.060 -3.874
H: 1.455 -3.726 -2.784
H: 1.130 -2.647 -4.144
H: -1.857 -1.385 -4.176
H: -0.679 -0.165 -3.694
H: -2.142 -0.443 -2.720
H: 2.550 -4.545 -0.454
H: 0.829 -4.777 -0.762
H: 1.538 -5.351 0.740
H: 3.470 -2.173 1.488
H: 2.828 -3.277 2.702
H: 2.302 -1.588 2.661
H: -1.253 -3.440 1.254
H: -0.644 -2.280 2.440
H: -0.271 -3.989 2.617
H: 3.884 -2.876 -2.384
H: 3.802 -2.862 -0.623
H: 5.040 -1.930 -1.445
H: 1.647 -0.302 -3.761
H: 3.250 -0.968 -4.042
H: 3.074 0.729 -3.624
H: 4.014 0.345 0.334
H: 2.972 1.502 -0.459
H: 4.527 1.072 -1.193

Calculated values
total charge	+1
gap between HOMO and LUMO (spin up / spin down)	7.0 / 6.9	eV
LUMO energy (spin up / spin down)	-3.712 / -3.724	eV

Mulliken atomic charge list, values in e, 5 entries: number 1, W, carries 0.332; number 2, O, carries -0.595; number 3, C, carries 0.029; number 4, O, carries -0.608; number 5, C, carries 0.909

=====

Record 3
Entry from OMol25: a structure of composition C16H37AsN2O5PbSi2 (ωB97M-V/def2-TZVPD).

Geometry (Å):
Pb: 0.088 2.526 0.370
C: 4.241 -0.146 3.329
N: 2.823 0.240 3.294
C: 2.022 0.098 4.504
C: 2.307 0.766 2.231
O: 1.121 1.191 2.219
C: 3.096 0.767 0.952
O: 2.394 1.521 -0.030
C: 2.787 1.159 -1.338
C: 1.804 1.758 -2.347
O: 0.670 2.146 -1.844
N: 1.976 1.877 -3.660
C: 0.798 2.189 -4.455
C: 3.279 1.671 -4.330
H: 4.421 -0.770 2.408
H: 4.397 -0.772 4.200
H: 4.822 0.708 3.305
H: 2.367 -0.744 5.087
H: 0.938 -0.022 4.365
H: 2.107 1.022 5.111
H: 3.121 -0.260 0.576
H: 4.103 1.176 1.103
H: 2.685 0.065 -1.448
H: 3.801 1.442 -1.563
H: 0.378 3.182 -4.194
H: -0.022 1.451 -4.341
H: 1.095 2.208 -5.520
H: 3.421 2.447 -4.998
H: 3.313 0.748 -4.965
H: 4.108 1.577 -3.636
C: -2.320 -2.939 -1.251
Si: -1.630 -1.322 -1.720
C: 0.006 -1.470 -2.612
C: -2.791 -0.345 -2.736
As: -1.340 -0.068 0.289
Si: -1.642 -1.513 2.151
C: -0.064 -2.425 2.180
C: -1.926 -0.363 3.598
C: -3.031 -2.748 2.303
H: -2.643 -3.418 -2.189
H: -3.165 -2.893 -0.566
H: -1.570 -3.576 -0.814
H: -0.257 -1.919 -3.607
H: 0.735 -2.055 -2.112
H: 0.408 -0.508 -2.909
H: -2.742 -0.740 -3.770
H: -2.701 0.725 -2.789
H: -3.760 -0.673 -2.323
H: 0.769 -1.686 2.197
H: -0.022 -3.014 1.259
H: 0.049 -3.133 2.980
H: -2.202 -1.028 4.425
H: -2.847 0.249 3.457
H: -1.096 0.318 3.847
H: -2.868 -3.704 1.856
H: -4.092 -2.457 2.182
H: -3.004 -2.960 3.386
C: -4.744 2.265 -0.238
C: -3.296 1.875 -0.153
O: -2.368 2.664 -0.274
O: -3.089 0.609 0.204
H: -4.978 2.644 0.810
H: -5.320 1.365 -0.445
H: -4.920 3.027 -0.999

Calculated values
total charge	+2
gap between HOMO and LUMO	9.0	eV
ΔE to the lowest compared entry with this formula, charge and spin	0.0	kcal/mol
LUMO energy	-5.459	eV

Mulliken atomic charge list, values in e, 5 entries: number 1, Pb, carries 1.235; number 2, C, carries -0.921; number 3, N, carries 0.198; number 4, C, carries -0.731; number 5, C, carries 0.510